1.
C40H38I2IrN2O3P2S2Si as an isolated structure in a non-equilibrium geometry, computed with ωB97M-V with the def2-TZVPD basis set.

Geometry as ORCA input:
```
! wB97M-V def2-TZVPD RIJCOSX def2/J DEFGRID3
* xyz 2 6
Ir 0.301 -0.809 0.997
C 7.399 -1.352 1.972
Si 5.816 -1.711 0.988
C 5.714 -0.514 -0.487
C 5.584 -3.543 0.661
C 4.299 -1.273 2.136
C 4.474 -1.057 3.488
C 3.449 -0.722 4.335
C 2.205 -0.755 3.884
N 1.945 -0.897 2.583
C 2.975 -1.090 1.746
S 2.438 -1.297 0.090
H 7.802 -2.263 2.466
H 7.341 -0.498 2.724
H 8.190 -1.032 1.338
H 4.805 -0.617 -1.063
H 6.597 -0.421 -1.127
H 5.507 0.485 -0.105
H 6.402 -3.945 -0.012
H 4.650 -3.951 0.313
H 5.757 -4.058 1.586
H 5.488 -1.053 3.966
H 3.687 -0.445 5.383
H 1.319 -0.455 4.430
O 0.421 -3.783 -0.459
C -0.586 -3.668 0.225
N -0.982 -2.438 0.965
S -2.302 -2.736 1.853
O -2.034 -2.395 3.225
O -3.469 -2.193 1.235
C -2.347 -4.504 1.618
C -3.132 -5.395 2.218
C -3.199 -6.691 1.601
C -2.472 -6.940 0.432
C -1.550 -6.032 -0.143
C -1.564 -4.804 0.501
H -3.748 -5.133 3.078
H -3.832 -7.397 2.090
H -2.547 -7.952 -0.033
H -1.006 -6.189 -1.081
I 1.222 -1.802 -3.555
I 1.042 -0.285 -5.860
C -1.242 2.279 1.363
P -0.428 1.079 0.090
C -1.485 0.845 -1.360
C -2.019 -0.445 -1.481
C -2.757 -0.738 -2.656
C -2.650 0.149 -3.718
C -2.096 1.439 -3.641
C -1.514 1.761 -2.422
C 1.033 1.888 -0.538
C 1.804 2.651 0.306
C 3.068 3.106 -0.109
C 3.536 2.769 -1.415
C 2.742 2.029 -2.262
C 1.473 1.674 -1.822
P -2.684 3.062 0.755
C -2.276 4.438 -0.290
C -0.926 4.890 -0.550
C -0.678 5.770 -1.588
C -1.710 6.242 -2.351
C -3.019 5.817 -2.121
C -3.330 4.907 -1.112
C -4.015 2.038 0.403
C -4.551 1.333 1.476
C -5.463 0.336 1.224
C -6.111 0.154 -0.018
C -5.578 0.905 -1.124
C -4.569 1.828 -0.860
H -0.575 3.019 1.815
H -1.456 1.555 2.141
H -1.950 -1.279 -0.758
H -3.348 -1.638 -2.771
H -3.258 -0.056 -4.559
H -2.172 2.167 -4.413
H -1.117 2.841 -2.316
H 1.378 2.820 1.333
H 3.766 3.725 0.509
H 4.497 3.108 -1.756
H 3.179 1.828 -3.257
H 0.950 1.010 -2.505
H -0.033 4.516 0.035
H 0.316 6.157 -1.876
H -1.547 7.055 -3.012
H -3.813 6.165 -2.797
H -4.343 4.733 -0.771
H -4.101 1.399 2.497
H -5.693 -0.409 2.035
H -6.935 -0.579 -0.130
H -6.147 0.880 -2.072
H -4.212 2.387 -1.752
*
```

max |F|: 0.0811 Eh/bohr
HOMO (alpha / beta): -12.803 / -13.311 eV
Kohn-Sham gap (alpha / beta): 6.90 / 5.09 eV


2.
C40H38N12O6S2SeTb as an isolated structure in a non-equilibrium geometry, computed with ωB97M-V with the def2-TZVPD basis set.

Geometry as ORCA input:
```
! wB97M-V def2-TZVPD RIJCOSX def2/J DEFGRID3
* xyz 1 7
Tb -0.204 0.082 0.380
N 6.255 3.850 4.519
C 5.242 3.141 3.941
C 5.353 2.693 2.616
C 4.326 1.990 2.027
C 3.175 1.713 2.764
C 3.045 2.153 4.080
C 4.075 2.852 4.665
S 1.848 0.941 1.986
O 2.341 0.088 0.911
O 1.015 0.236 2.947
N 0.875 1.940 1.192
C -0.141 2.609 1.890
N -1.354 2.306 1.424
C -2.373 3.046 1.851
C -2.200 4.020 2.811
C -0.922 4.142 3.338
N 0.118 3.443 2.889
H 7.139 3.942 4.052
H 6.231 4.060 5.499
H 6.261 2.893 2.059
H 4.417 1.633 1.009
H 2.146 1.932 4.637
H 3.992 3.180 5.693
H -3.347 2.816 1.432
H -3.022 4.629 3.156
H -0.723 4.822 4.158
O -2.676 -5.695 4.383
C -3.187 -4.393 4.587
C -2.436 -3.426 3.716
C -2.793 -2.082 3.704
C -2.107 -1.225 2.875
N -1.093 -1.615 2.099
C -0.714 -2.890 2.141
C -1.380 -3.829 2.919
C 0.486 -3.247 1.331
C 1.151 -4.443 1.541
C 2.296 -4.735 0.814
C 3.024 -6.037 1.040
O 3.146 -6.349 2.415
C 2.743 -3.786 -0.088
C 2.031 -2.608 -0.226
N 0.911 -2.338 0.441
H -3.159 -6.313 4.941
H -3.075 -4.077 5.629
H -4.252 -4.336 4.338
H -3.604 -1.707 4.315
H -2.387 -0.180 2.813
H -1.097 -4.869 2.911
H 0.818 -5.139 2.296
H 3.994 -6.015 0.536
H 2.448 -6.852 0.601
H 3.736 -5.709 2.828
H 3.649 -3.937 -0.661
H 2.404 -1.831 -0.877
O -0.972 -1.144 -1.430
N -2.199 -1.170 -1.794
N -2.981 -0.732 -0.904
O -2.584 -0.256 0.237
C -4.397 -0.722 -1.203
C -5.181 0.197 -0.532
C -6.540 0.241 -0.811
C -7.093 -0.623 -1.745
C -6.285 -1.544 -2.399
C -4.927 -1.606 -2.128
H -4.723 0.860 0.186
H -7.166 0.958 -0.297
H -8.153 -0.587 -1.956
H -6.715 -2.233 -3.114
H -4.291 -2.333 -2.613
C -2.577 -0.566 -5.699
C -1.738 0.548 -5.160
C -0.813 1.257 -5.862
C -0.111 2.274 -5.184
N -0.307 2.569 -3.909
C -1.238 1.880 -3.215
S -1.652 2.167 -1.607
N -1.920 0.888 -3.868
C 0.923 3.067 -5.919
H -2.112 -1.004 -6.578
H -3.562 -0.190 -5.982
H -2.717 -1.345 -4.949
H -0.618 1.032 -6.901
H -2.568 0.360 -3.295
H 1.761 2.418 -6.182
H 1.283 3.880 -5.295
H 0.513 3.461 -6.850
Se 1.098 -0.610 -3.078
N 1.204 0.606 -1.747
C 2.160 1.454 -2.097
C 2.546 2.629 -1.368
C 3.544 3.398 -1.856
C 4.239 3.083 -3.079
C 3.901 2.006 -3.814
C 2.833 1.163 -3.349
N 2.406 0.109 -4.010
H 2.018 2.890 -0.464
H 3.829 4.291 -1.313
H 5.034 3.736 -3.415
H 4.402 1.756 -4.739
*
```

max |F|: 0.0480 Eh/bohr
HOMO (alpha / beta): -10.133 / -10.119 eV
Kohn-Sham gap (alpha / beta): 7.47 / 7.45 eV


3.
A 7-piece molecular cluster, C40H40BF6N2O5P2 overall in a non-equilibrium geometry, computed with ωB97M-V with the def2-TZVPD basis set.

Geometry as ORCA input:
```
! wB97M-V def2-TZVPD RIJCOSX def2/J DEFGRID3
* xyz -1 1
C -0.257 4.016 -1.117
C -0.114 2.787 -1.975
O -1.021 1.975 -2.077
N 1.086 2.673 -2.680
C 0.927 1.927 -3.928
B 2.254 2.242 -1.806
O 3.595 2.908 -2.222
C 3.698 4.088 -1.745
N 3.868 5.163 -1.361
P 2.598 0.292 -1.816
P 3.697 -0.196 -0.032
O 3.119 -1.393 0.616
O 5.190 -0.520 -0.491
O 3.808 1.044 0.974
H 0.366 3.964 -0.230
H -1.308 4.119 -0.899
H 0.044 4.894 -1.686
H 0.576 0.904 -3.788
H 0.162 2.416 -4.535
H 1.847 1.957 -4.504
H 2.041 2.586 -0.659
H 1.385 -0.381 -1.611
H 5.375 -0.044 -1.314
H 2.923 1.198 1.333
F -2.314 3.514 0.651
C -3.449 2.799 0.503
C -4.656 3.462 0.545
C -5.826 2.735 0.380
C -5.770 1.362 0.189
C -4.538 0.716 0.155
C -3.363 1.436 0.307
H -4.676 4.533 0.699
H -6.782 3.242 0.398
H -6.683 0.796 0.062
H -4.491 -0.354 0.005
H -2.395 0.959 0.266
F -6.197 5.200 -1.373
C -5.677 5.735 -2.500
C -6.531 6.043 -3.536
C -6.006 6.592 -4.696
C -4.640 6.816 -4.801
C -3.799 6.490 -3.745
C -4.316 5.947 -2.578
H -7.591 5.851 -3.432
H -6.664 6.842 -5.518
H -4.230 7.240 -5.708
H -2.733 6.656 -3.828
H -3.679 5.690 -1.743
F 3.852 -4.470 -3.206
C 4.282 -4.894 -2.000
C 3.940 -4.179 -0.870
C 4.386 -4.628 0.357
C 5.174 -5.765 0.449
C 5.514 -6.471 -0.697
C 5.059 -6.037 -1.937
H 3.334 -3.285 -0.936
H 4.117 -4.072 1.246
H 5.528 -6.085 1.421
H 6.133 -7.356 -0.629
H 5.304 -6.572 -2.845
F 4.973 -9.961 6.486
C 5.076 -8.827 5.759
C 6.008 -7.878 6.128
C 6.108 -6.722 5.371
C 5.280 -6.521 4.280
C 4.343 -7.484 3.931
C 4.241 -8.654 4.672
H 6.637 -8.047 6.992
H 6.832 -5.964 5.634
H 5.366 -5.610 3.701
H 3.692 -7.326 3.082
H 3.525 -9.423 4.416
F -12.338 3.724 -2.962
C -11.131 3.119 -3.006
C -11.040 1.848 -3.534
C -9.797 1.232 -3.580
C -8.674 1.886 -3.094
C -8.791 3.164 -2.564
C -10.028 3.792 -2.520
H -11.930 1.354 -3.901
H -9.708 0.238 -3.997
H -7.707 1.403 -3.129
H -7.917 3.671 -2.181
H -10.141 4.790 -2.117
F 5.761 -3.969 6.913
C 5.862 -2.917 6.066
C 6.782 -1.924 6.328
C 6.879 -0.859 5.442
C 6.059 -0.799 4.323
C 5.138 -1.810 4.082
C 5.038 -2.881 4.958
H 7.408 -1.987 7.209
H 7.599 -0.073 5.628
H 6.138 0.033 3.637
H 4.496 -1.764 3.211
H 4.333 -3.684 4.789
*
```

max |F|: 0.0370 Eh/bohr
HOMO: -5.563 eV
Kohn-Sham gap: 7.62 eV


4.
A 8-piece molecular cluster, C40H40F4N4 overall in a non-equilibrium geometry, computed with ωB97M-V with the def2-TZVPD basis set.

Geometry as ORCA input:
```
! wB97M-V def2-TZVPD RIJCOSX def2/J DEFGRID3
* xyz 0 1
C -2.832 4.308 0.006
C -3.182 4.450 -1.339
C -2.199 3.928 -2.118
N -1.183 3.503 -1.287
C -1.602 3.647 0.005
H -3.528 4.481 0.798
H -4.135 4.827 -1.700
H -2.044 3.828 -3.187
H -0.342 3.019 -1.513
H -0.965 3.290 0.803
C -0.460 -5.528 -0.849
C -0.168 -4.786 0.326
C 0.134 -3.463 0.043
N -0.051 -3.354 -1.286
C -0.359 -4.552 -1.865
H -0.802 -6.521 -0.975
H -0.131 -5.246 1.270
H 0.418 -2.646 0.701
H 0.158 -2.561 -1.822
H -0.643 -4.656 -2.926
C 2.730 1.948 2.848
C 2.463 0.769 3.541
C 1.183 0.836 3.995
N 0.610 1.975 3.507
C 1.550 2.674 2.845
H 3.598 2.228 2.307
H 3.224 0.040 3.771
H 0.607 0.102 4.478
H -0.242 2.323 3.887
H 1.271 3.577 2.365
C 0.195 0.274 -1.657
C 1.533 -0.081 -1.827
C 2.103 -0.020 -0.531
N 1.123 0.322 0.361
C -0.052 0.542 -0.341
H -0.605 0.274 -2.464
H 1.948 -0.240 -2.759
H 3.146 -0.145 -0.299
H 1.317 0.600 1.288
H -1.030 0.765 0.071
F 3.322 -3.151 -3.938
C 3.839 -2.940 -2.735
C 4.877 -2.026 -2.629
C 5.462 -1.933 -1.351
C 4.971 -2.583 -0.238
C 3.970 -3.572 -0.465
C 3.408 -3.742 -1.686
H 5.221 -1.514 -3.471
H 6.257 -1.162 -1.177
H 5.435 -2.452 0.729
H 3.749 -4.170 0.417
H 2.586 -4.432 -1.869
F -4.528 0.866 -0.657
C -3.972 -0.332 -0.679
C -3.366 -0.717 0.480
C -2.882 -2.016 0.574
C -2.993 -2.866 -0.463
C -3.497 -2.401 -1.658
C -4.071 -1.183 -1.747
H -3.361 -0.150 1.428
H -2.404 -2.335 1.472
H -2.633 -3.897 -0.365
H -3.401 -2.979 -2.598
H -4.539 -0.817 -2.593
F -0.468 5.019 -4.753
C 0.618 4.196 -4.829
C 0.624 3.076 -5.627
C 1.628 2.132 -5.520
C 2.660 2.374 -4.634
C 2.679 3.555 -3.883
C 1.611 4.477 -3.898
H -0.120 2.907 -6.402
H 1.557 1.234 -6.046
H 3.432 1.707 -4.589
H 3.553 3.758 -3.274
H 1.550 5.359 -3.280
F -2.556 1.910 4.452
C -2.614 0.811 5.270
C -2.854 -0.449 4.714
C -3.036 -1.450 5.690
C -2.918 -1.275 7.041
C -2.615 -0.004 7.499
C -2.524 1.085 6.630
H -3.120 -0.504 3.663
H -3.403 -2.375 5.290
H -3.083 -2.054 7.768
H -2.515 0.181 8.565
H -2.290 2.105 6.900
*
```

max |F|: 0.0679 Eh/bohr
SMILES: c1cc[nH]c1.c1cc[nH]c1.c1cc[nH]c1.c1cc[nH]c1.Fc1ccccc1.Fc1ccccc1.Fc1ccccc1.Fc1ccccc1
HOMO: -7.849 eV
Kohn-Sham gap: 8.43 eV


5.
A 8-piece molecular cluster, C40H40N8 overall, computed with ωB97M-V with the def2-TZVPD basis set.

Geometry as ORCA input:
```
! wB97M-V def2-TZVPD RIJCOSX def2/J DEFGRID3
* xyz 0 1
C -19.567 12.123 -8.080
C -19.256 10.908 -8.655
C -17.906 10.586 -8.772
N -16.919 11.355 -8.356
C -17.235 12.521 -7.788
C -18.543 12.952 -7.635
H -20.561 12.546 -7.973
H -20.018 10.198 -8.944
H -17.649 9.632 -9.223
H -16.406 13.100 -7.395
H -18.765 13.885 -7.137
C -12.484 17.450 -7.235
C -11.396 17.426 -8.088
C -10.179 17.938 -7.647
N -10.005 18.456 -6.435
C -11.042 18.454 -5.610
C -12.288 17.932 -5.948
H -13.480 17.172 -7.545
H -11.541 17.117 -9.116
H -9.325 17.954 -8.315
H -10.914 18.944 -4.650
H -13.071 17.952 -5.199
C -17.244 16.296 -9.204
C -16.116 15.765 -9.808
C -15.076 15.351 -8.985
N -15.137 15.388 -7.659
C -16.240 15.884 -7.089
C -17.295 16.395 -7.819
H -18.047 16.702 -9.803
H -16.103 15.707 -10.889
H -14.159 14.957 -9.411
H -16.165 15.945 -6.012
H -18.108 16.893 -7.305
C -19.282 13.093 -12.183
C -18.911 12.525 -13.394
C -17.582 12.207 -13.608
N -16.633 12.374 -12.684
C -17.006 12.897 -11.523
C -18.302 13.294 -11.227
H -20.316 13.344 -11.983
H -19.676 12.380 -14.147
H -17.243 11.749 -14.531
H -16.242 12.923 -10.752
H -18.513 13.753 -10.271
C -19.733 18.757 -5.214
C -19.451 19.304 -6.449
C -20.481 19.430 -7.376
N -21.730 19.055 -7.130
C -21.998 18.598 -5.907
C -21.042 18.414 -4.919
H -18.955 18.667 -4.467
H -18.491 19.737 -6.701
H -20.286 19.789 -8.381
H -23.033 18.291 -5.785
H -21.333 17.980 -3.972
C -11.815 13.121 -8.291
C -12.965 12.350 -8.337
C -13.654 12.276 -9.538
N -13.260 12.844 -10.665
C -12.136 13.547 -10.612
C -11.390 13.735 -9.459
H -11.275 13.222 -7.357
H -13.342 11.826 -7.470
H -14.586 11.713 -9.538
H -11.809 14.000 -11.544
H -10.474 14.311 -9.446
C -15.936 20.752 -3.925
C -15.686 20.407 -5.237
C -15.859 19.077 -5.616
N -16.252 18.124 -4.792
C -16.406 18.472 -3.511
C -16.334 19.764 -3.035
H -15.844 21.794 -3.644
H -15.351 21.138 -5.960
H -15.676 18.789 -6.649
H -16.581 17.637 -2.839
H -16.524 19.970 -1.992
C -20.692 17.147 -12.677
C -21.628 17.705 -11.826
C -21.170 18.555 -10.826
N -19.894 18.846 -10.633
C -19.001 18.253 -11.412
C -19.355 17.436 -12.470
H -20.984 16.500 -13.495
H -22.674 17.462 -11.948
H -21.883 19.074 -10.190
H -17.949 18.418 -11.211
H -18.598 16.966 -13.086
*
```

max |F|: 0.0177 Eh/bohr
SMILES: c1ccncc1.c1ccncc1.c1ccncc1.c1ccncc1.c1ccncc1.c1ccncc1.c1ccncc1.c1ccncc1
HOMO: -9.348 eV
Kohn-Sham gap: 9.90 eV


What is the max |F| in the first record?
0.0811 Eh/bohr